Below is C28H50AsBrFIN7OS5SbSi3Ti as an isolated structure in a non-equilibrium geometry, with properties calculated with ωB97M-V with the def2-TZVPD basis set.

The geometry in XYZ format:
```
100
C28H50AsBrFIN7OS5SbSi3Ti ωB97M-V with the def2-TZVPD basis set
Ti -0.706 -0.571 -1.480
S 1.460 -2.989 3.676
Sb 3.411 -3.437 2.437
S 3.291 -2.033 -1.073
S 2.779 -1.477 0.825
S 5.288 -2.611 3.501
C 2.181 -2.160 -6.252
C 0.886 -2.490 -5.513
C 1.056 -2.507 -4.031
N 0.443 -1.711 -3.252
N 0.669 -1.886 -1.917
C 1.730 -2.851 -1.589
N 1.361 -3.850 -0.630
S 2.098 -3.658 -3.203
H 2.010 -2.143 -7.329
H 2.962 -2.894 -6.044
H 2.560 -1.182 -5.949
H 0.493 -3.458 -5.833
H 0.103 -1.762 -5.728
H 1.088 -3.421 0.251
H 0.622 -4.439 -0.996
N -0.827 -1.675 0.566
C -1.365 -2.201 1.444
N -1.985 -2.828 2.406
C -2.890 -3.932 2.114
C -4.281 -3.554 2.596
O -4.267 -3.195 3.966
C -3.397 -2.092 4.209
C -1.969 -2.406 3.803
H -2.529 -4.818 2.645
H -2.887 -4.135 1.044
H -4.967 -4.395 2.495
H -4.658 -2.716 1.992
H -3.454 -1.884 5.277
H -3.758 -1.213 3.656
H -1.554 -3.223 4.396
H -1.301 -1.556 3.920
F -1.577 0.703 -0.482
Br -6.116 -4.549 -1.363
C -4.616 -3.414 -1.566
C -3.408 -3.939 -1.961
C -2.332 -3.073 -2.061
N -2.425 -1.781 -1.742
C -3.623 -1.272 -1.425
C -4.751 -2.057 -1.320
H -3.291 -4.980 -2.222
H -1.360 -3.419 -2.382
H -3.646 -0.210 -1.221
H -5.700 -1.621 -1.048
C 2.947 3.883 -1.157
Si 1.410 3.946 -0.057
C -0.149 4.194 -1.089
C 1.595 5.529 0.956
As 1.236 1.841 0.949
Si -0.375 2.257 2.628
C -2.129 2.229 1.955
C -0.242 3.915 3.529
C -0.256 0.904 3.923
Si 3.228 1.740 2.253
C 3.086 0.567 3.693
C 3.732 3.410 2.995
C 4.615 1.303 1.051
H 2.804 4.474 -2.067
H 3.205 2.862 -1.441
H 3.806 4.292 -0.619
H 0.047 4.845 -1.947
H -0.923 4.667 -0.478
H -0.549 3.249 -1.457
H 1.793 6.341 0.246
H 2.419 5.491 1.666
H 0.686 5.776 1.503
H -2.254 2.865 1.077
H -2.792 2.587 2.751
H -2.422 1.221 1.666
H -0.656 4.725 2.925
H 0.778 4.183 3.803
H -0.836 3.847 4.446
H -0.010 -0.070 3.488
H -1.218 0.824 4.443
H 0.513 1.116 4.666
H 2.899 1.122 4.617
H 4.034 0.027 3.799
H 2.325 -0.208 3.604
H 2.948 3.881 3.590
H 4.062 4.117 2.231
H 4.582 3.215 3.657
H 4.237 0.985 0.079
H 5.186 0.466 1.458
H 5.283 2.159 0.909
I -2.994 -2.633 -5.408
C -1.006 0.624 -3.142
C -1.577 1.076 -4.324
C -0.812 1.939 -5.087
C 0.466 2.312 -4.659
C 0.948 1.817 -3.464
N 0.189 0.999 -2.738
H -2.541 0.714 -4.653
H -1.187 2.309 -6.034
H 1.085 2.968 -5.256
H 1.930 2.065 -3.086
```

Calculated values
Lowest unoccupied orbital energy   3.19 eV
Net charge   -2
Energy relative to the best compared isomer or geometry (same formula, charge and spin)   82.4 kJ/mol
Kohn-Sham gap   4.21 eV
Maximum force   0.044 hartree/bohr

These are the Mulliken partial charges, in e, on atoms 1 to 99: Ti -0.26; S -0.70; Sb 0.16; S -0.11; S -0.13; S -0.82; C -1.17; C -0.45; C 0.23; N 0.24; N 0.46; C -0.40; N -0.32; S -0.28; H 0.38; H 0.33; H 0.29; H 0.29; H 0.10; H 0.01; H 0.32; N 0.31; C -0.44; N 0.38; C -0.51; C -0.45; O -0.41; C -0.62; C -0.07; H 0.29; H 0.32; H 0.33; H 0.30; H 0.38; H 0.32; H 0.32; H -0.30; F -0.19; Br -0.17; C 0.12; C -0.88; C -0.43; N 1.11; C -0.55; C -0.80; H 0.48; H 0.45; H 0.46; H 0.48; C -1.23; Si 0.47; C -0.87; C -1.12; As 0.45; Si 0.34; C -0.87; C -1.04; C -0.63; Si 0.52; C -0.56; C -1.27; C -1.04; H 0.48; H 0.18; H 0.30; H 0.36; H 0.35; H -0.03; H 0.37; H 0.24; H 0.28; H 0.20; H 0.47; H -0.11; H 0.26; H 0.19; H 0.37; H -0.28; H 0.47; H 0.34; H 0.31; H 0.25; H -0.25; H 0.24; H 0.27; H 0.41; H 0.11; H 0.39; H 0.35; I -0.80; C 0.93; C -0.82; C -0.46; C -0.74; C -0.57; N 0.58; H 0.51; H 0.42; H 0.47



Below is C28H50AuBCl2N4P2 as an isolated structure, with properties calculated with ωB97M-V with the def2-TZVPD basis set.

The geometry in XYZ format:
```
88
C28H50AuBCl2N4P2 ωB97M-V with the def2-TZVPD basis set
Au -0.556 -0.556 0.021
C -2.603 1.531 -3.985
C -2.478 0.557 -2.799
C -3.042 -0.803 -3.221
C -3.282 1.115 -1.611
P -0.731 0.425 -2.202
C -0.124 2.174 -2.058
N 0.167 2.357 -0.666
B 0.199 1.323 0.283
N 0.593 1.838 1.530
C 0.836 1.043 2.702
P 0.348 -0.699 2.276
C -0.853 -1.220 3.578
C -1.970 -0.158 3.559
C -1.445 -2.597 3.249
C -0.225 -1.280 4.975
C 1.953 -1.649 2.224
C 2.829 -1.450 3.467
C 2.716 -1.120 1.003
C 1.671 -3.141 2.032
C 0.848 3.207 1.338
C 1.292 4.172 2.226
C 1.469 5.459 1.741
C 1.208 5.774 0.408
C 0.761 4.811 -0.485
C 0.584 3.524 -0.006
C 0.429 -0.490 -3.320
C 1.864 -0.147 -2.888
C 0.208 -1.996 -3.117
C 0.255 -0.126 -4.797
H -3.625 1.465 -4.361
H -1.937 1.286 -4.809
H -2.444 2.570 -3.699
H -4.121 -0.696 -3.351
H -2.874 -1.579 -2.475
H -2.635 -1.132 -4.177
H -4.196 1.580 -1.981
H -2.739 1.876 -1.043
H -3.571 0.311 -0.933
H -0.901 2.857 -2.403
H 0.758 2.322 -2.685
H 0.275 1.392 3.571
H 1.895 1.057 2.966
H -2.229 0.175 2.548
H -1.707 0.726 4.139
H -2.869 -0.582 4.008
H -1.831 -2.659 2.235
H -2.266 -2.788 3.943
H -0.721 -3.396 3.382
H 0.274 -0.352 5.261
H 0.477 -2.105 5.070
H -1.027 -1.453 5.695
H 3.106 -0.409 3.631
H 3.759 -1.999 3.307
H 2.379 -1.837 4.377
H 2.946 -0.055 1.074
H 2.164 -1.296 0.079
H 3.662 -1.661 0.927
H 1.275 -3.603 2.934
H 2.610 -3.643 1.795
H 0.977 -3.331 1.208
H 1.500 3.932 3.261
H 1.816 6.234 2.411
H 1.358 6.787 0.062
H 0.572 5.057 -1.522
H 2.029 -0.303 -1.822
H 2.142 0.878 -3.124
H 2.546 -0.800 -3.435
H 0.386 -2.290 -2.078
H 0.931 -2.538 -3.729
H -0.789 -2.321 -3.412
H 0.348 0.948 -4.971
H -0.696 -0.469 -5.203
H 1.050 -0.615 -5.362
N -3.196 -2.199 0.393
C -3.700 -3.436 0.539
C -2.776 -4.315 0.023
C -1.734 -3.507 -0.439
N -2.001 -2.218 -0.230
H -3.643 -1.325 0.619
H -4.671 -3.597 0.978
H -2.856 -5.386 -0.032
H -0.826 -3.795 -0.943
Cl 3.502 2.258 -0.584
C 5.027 2.029 -1.477
Cl 4.807 2.377 -3.189
H 5.327 0.994 -1.368
H 5.760 2.706 -1.057
```

Calculated values
Lowest unoccupied orbital energy   -5.54 eV
Net charge   +2
Energy relative to the best compared isomer or geometry (same formula, charge and spin)   46.6 kJ/mol
Kohn-Sham gap   7.66 eV
Maximum force   0.013 hartree/bohr

Which charges does Mulliken predict for the atoms? In e, they are: Au 2.21; C -1.68; C 1.94; C -1.62; C -1.32; P -0.59; C -1.30; N 0.68; B -0.88; N 0.32; C -1.56; P -0.12; C 2.10; C -1.65; C -2.21; C -1.76; C 2.00; C -1.55; C -1.90; C -1.73; C 0.81; C -0.94; C -0.87; C -0.88; C -0.99; C 0.37; C 2.06; C -1.61; C -1.19; C -1.96; H 0.56; H 0.33; H 0.40; H 0.56; H 0.13; H 0.33; H 0.57; H 0.20; H 0.08; H 0.62; H 0.48; H 0.57; H 0.67; H 0.20; H 0.40; H 0.53; H 0.62; H 0.63; H 0.36; H 0.32; H 0.38; H 0.52; H 0.33; H 0.52; H 0.30; H 0.26; H 0.06; H 0.69; H 0.37; H 0.55; H 0.22; H 0.52; H 0.44; H 0.45; H 0.50; H 0.14; H 0.24; H 0.62; H -0.13; H 0.64; H 0.37; H 0.37; H 0.38; H 0.53; N 0.06; C -0.44; C -0.84; C -0.39; N -0.09; H 0.19; H 0.50; H 0.50; H 0.45; Cl 0.03; C -0.47; Cl -0.14; H 0.26; H 0.40